Entry 1:
{
  "formula": "C36H73O10P",
  "method": "ωB97M-V with the def2-TZVPD basis set",
  "multiplicity": 1,
  "lumo_ev": 0.485,
  "e_homo_ev": -8.723,
  "smiles": "CCCCCCCCCCC[C@@]1(OCCCC)C[C@@](COc2ccccc2)([PH2]=O)C(=O)O1.CCO.CCO.CCO.CCO.CCO",
  "total_energy_ha": -2509.143801,
  "symbols": ["C", "C", "C", "C", "C", "C", "C", "C", "C", "C", "C", "C", "O", "C", "C", "C", "C", "C", "C", "C", "O", "C", "C", "C", "C", "C", "C", "P", "O", "C", "O", "O", "H", "H", "H", "H", "H", "H", "H", "H", "H", "H", "H", "H", "H", "H", "H", "H", "H", "H", "H", "H", "H", "H", "H", "H", "H", "H", "H", "H", "H", "H", "H", "H", "H", "H", "H", "H", "H", "H", "H", "H", "H", "H", "H", "C", "C", "O", "H", "H", "H", "H", "H", "H", "C", "C", "O", "H", "H", "H", "H", "H", "H", "C", "C", "O", "H", "H", "H", "H", "H", "H", "C", "C", "O", "H", "H", "H", "H", "H", "H", "C", "C", "O", "H", "H", "H", "H", "H", "H"],
  "xyz": [[9.071, 3.637, -0.515], [9.640, 2.685, -1.582], [8.588, 1.700, -2.121], [8.039, 0.758, -1.004], [6.572, 0.391, -1.319], [5.831, -0.085, -0.025], [4.890, -1.274, -0.370], [3.578, -1.116, 0.451], [2.665, -0.024, -0.173], [1.217, -0.530, -0.403], [0.362, -0.169, 0.830], [-1.144, -0.091, 0.601], [-1.920, -1.254, 0.740], [-1.506, -2.358, -0.067], [-1.890, -2.270, -1.544], [-3.389, -2.599, -1.793], [-3.985, -1.845, -2.992], [-1.713, 0.789, 1.806], [-2.798, 1.715, 1.160], [-4.034, 2.003, 2.012], [-5.252, 2.049, 1.296], [-5.400, 3.175, 0.510], [-5.738, 2.983, -0.805], [-5.886, 4.025, -1.682], [-5.710, 5.305, -1.208], [-5.408, 5.527, 0.103], [-5.248, 4.464, 0.951], [-1.819, 3.207, 0.600], [-2.131, 4.427, 1.378], [-2.942, 0.941, -0.171], [-3.894, 0.568, -0.798], [-1.589, 0.700, -0.505], [9.073, 3.146, 0.462], [9.674, 4.539, -0.415], [8.026, 3.864, -0.742], [10.465, 2.088, -1.181], [9.997, 3.297, -2.416], [7.766, 2.273, -2.557], [9.040, 1.040, -2.865], [8.626, -0.164, -1.056], [8.144, 1.200, -0.013], [6.024, 1.257, -1.696], [6.538, -0.400, -2.069], [6.529, -0.378, 0.762], [5.240, 0.769, 0.316], [4.616, -1.219, -1.426], [5.387, -2.218, -0.133], [3.086, -2.093, 0.497], [3.882, -0.822, 1.460], [3.112, 0.238, -1.138], [2.686, 0.832, 0.504], [1.314, -1.614, -0.498], [0.800, -0.135, -1.330], [0.518, -0.837, 1.686], [0.706, 0.809, 1.167], [-0.441, -2.586, 0.025], [-2.030, -3.230, 0.339], [-1.332, -3.076, -2.040], [-1.580, -1.346, -2.036], [-3.939, -2.440, -0.863], [-3.438, -3.666, -2.028], [-4.668, -2.530, -3.507], [-4.596, -0.989, -2.706], [-3.240, -1.542, -3.730], [-2.240, 0.055, 2.424], [-0.995, 1.315, 2.434], [-4.084, 1.240, 2.791], [-3.862, 2.944, 2.548], [-5.893, 1.975, -1.171], [-6.125, 3.802, -2.713], [-5.829, 6.116, -1.919], [-5.297, 6.540, 0.467], [-5.002, 4.632, 1.993], [-2.165, 3.427, -0.759], [-0.448, 2.859, 0.601], [-4.141, -3.410, 3.599], [-3.265, -2.578, 4.515], [-1.883, -2.772, 4.219], [-3.898, -4.467, 3.699], [-5.197, -3.268, 3.833], [-3.974, -3.135, 2.553], [-3.417, -2.867, 5.554], [-3.504, -1.513, 4.412], [-1.743, -2.507, 3.302], [-6.263, -4.338, 7.318], [-6.201, -5.621, 6.508], [-4.906, -5.808, 5.943], [-6.016, -3.480, 6.691], [-7.258, -4.189, 7.741], [-5.537, -4.361, 8.134], [-6.911, -5.587, 5.683], [-6.444, -6.484, 7.137], [-4.274, -5.851, 6.667], [1.215, -1.935, 5.251], [2.278, -1.568, 4.237], [1.747, -0.604, 3.328], [0.336, -2.322, 4.734], [1.576, -2.687, 5.955], [0.895, -1.055, 5.814], [2.577, -2.439, 3.655], [3.171, -1.161, 4.724], [1.491, 0.173, 3.836], [1.647, 0.296, -4.239], [3.046, 0.628, -4.723], [4.019, -0.090, -3.960], [1.543, 0.545, -3.183], [0.894, 0.844, -4.806], [1.448, -0.776, -4.337], [3.250, 1.691, -4.603], [3.161, 0.373, -5.780], [3.843, -1.029, -4.075], [-1.385, 1.911, -7.626], [0.022, 2.227, -8.100], [0.992, 1.504, -7.345], [-1.495, 2.156, -6.569], [-2.127, 2.472, -8.196], [-1.598, 0.844, -7.734], [0.238, 3.287, -7.973], [0.135, 1.976, -9.160], [0.812, 0.567, -7.463]]
}



Entry 2:
{
  "formula": "C36H74NO11P2",
  "method": "ωB97M-V with the def2-TZVPD basis set",
  "multiplicity": 2,
  "lumo_ev": [0.156, 0.139],
  "e_homo_ev": [-8.463, -9.082],
  "total_energy_ha": -2980.867401,
  "s_squared": 0.75,
  "symbols": ["C", "C", "O", "C", "C", "P", "P", "O", "O", "O", "C", "C", "C", "C", "N", "O", "C", "C", "C", "C", "H", "H", "H", "H", "H", "H", "H", "H", "H", "H", "H", "H", "H", "H", "H", "H", "H", "H", "H", "H", "H", "H", "H", "H", "H", "H", "C", "C", "C", "O", "C", "H", "H", "H", "H", "H", "H", "H", "H", "C", "C", "C", "O", "C", "H", "H", "H", "H", "H", "H", "H", "H", "C", "C", "C", "O", "C", "H", "H", "H", "H", "H", "H", "H", "H", "C", "C", "C", "O", "C", "H", "H", "H", "H", "H", "H", "H", "H", "C", "C", "C", "O", "C", "H", "H", "H", "H", "H", "H", "H", "H", "C", "C", "C", "O", "C", "H", "H", "H", "H", "H", "H", "H", "H"],
  "xyz": [[4.388, -0.107, -1.190], [3.925, -1.500, -1.936], [4.988, -1.781, -2.958], [2.491, -1.418, -2.720], [1.171, -1.727, -1.740], [1.340, -3.353, -0.740], [2.178, -4.959, -1.953], [1.475, -5.152, -3.361], [3.899, -4.765, -2.285], [2.020, -6.437, -0.983], [1.021, -0.415, -0.771], [-0.497, -0.211, -0.165], [-0.512, 1.343, 0.456], [-0.788, -1.178, 1.169], [-1.603, -0.249, -1.190], [-1.726, 0.895, -1.883], [-1.567, -1.466, -2.081], [-2.289, -2.813, -1.399], [-2.565, -1.094, -3.373], [-0.115, -1.818, -2.747], [4.089, -0.239, -0.044], [3.710, 0.748, -1.615], [5.546, 0.104, -1.272], [4.020, -2.357, -1.146], [4.894, -1.115, -3.700], [2.438, -2.188, -3.624], [2.332, -0.348, -3.223], [2.276, -3.015, 0.337], [4.380, -4.815, -1.392], [2.015, -6.062, -0.033], [1.239, 0.535, -1.451], [1.780, -0.471, 0.147], [-1.546, 1.622, 0.929], [0.257, 1.299, 1.368], [-0.077, 2.135, -0.287], [-0.053, -0.916, 2.063], [-1.871, -0.900, 1.555], [-0.796, -2.319, 0.915], [-3.267, -2.513, -0.826], [-1.543, -3.468, -0.780], [-2.621, -3.486, -2.327], [-3.566, -0.617, -2.999], [-1.978, -0.396, -4.139], [-2.825, -2.073, -3.986], [0.054, -1.100, -3.660], [-0.110, -2.922, -3.201], [0.686, 4.924, -3.570], [2.126, 5.039, -3.142], [2.165, 4.149, -1.919], [1.187, 3.120, -2.122], [0.374, 3.479, -3.247], [0.518, 5.172, -4.621], [0.062, 5.587, -2.957], [2.778, 4.631, -3.923], [2.442, 6.064, -2.934], [1.886, 4.702, -1.016], [3.148, 3.697, -1.761], [0.645, 2.820, -4.079], [-0.681, 3.321, -3.006], [-3.615, 8.194, -2.960], [-2.417, 8.438, -3.842], [-1.355, 8.819, -2.835], [-1.665, 8.125, -1.619], [-2.984, 7.571, -1.734], [-4.375, 7.557, -3.418], [-4.082, 9.150, -2.695], [-2.135, 7.508, -4.349], [-2.580, 9.207, -4.602], [-1.376, 9.893, -2.621], [-0.347, 8.550, -3.166], [-2.881, 6.486, -1.849], [-3.550, 7.774, -0.821], [-1.246, 4.027, 5.079], [-2.364, 3.127, 5.539], [-3.036, 2.764, 4.233], [-2.017, 2.775, 3.224], [-0.839, 3.383, 3.772], [-0.421, 4.102, 5.792], [-1.634, 5.036, 4.894], [-1.948, 2.228, 6.008], [-3.045, 3.601, 6.252], [-3.791, 3.506, 3.954], [-3.511, 1.779, 4.266], [-0.099, 2.591, 3.933], [-0.430, 4.103, 3.058], [-1.461, -4.207, 5.358], [-1.466, -5.388, 4.423], [-0.895, -4.792, 3.155], [0.002, -3.746, 3.555], [-0.194, -3.487, 4.952], [-1.475, -4.482, 6.415], [-2.332, -3.572, 5.158], [-0.795, -6.166, 4.806], [-2.455, -5.831, 4.279], [-1.680, -4.342, 2.539], [-0.356, -5.528, 2.551], [0.675, -3.880, 5.490], [-0.251, -2.408, 5.122], [-1.950, -8.188, -1.856], [-3.125, -8.026, -2.784], [-4.068, -7.178, -1.958], [-3.253, -6.358, -1.109], [-1.904, -6.842, -1.166], [-1.017, -8.437, -2.367], [-2.161, -8.977, -1.124], [-2.817, -7.476, -3.681], [-3.570, -8.974, -3.100], [-4.701, -7.799, -1.316], [-4.711, -6.544, -2.575], [-1.314, -6.121, -1.742], [-1.491, -6.903, -0.155], [4.718, 2.389, 4.015], [3.600, 1.490, 4.475], [2.928, 1.126, 3.169], [3.947, 1.137, 2.160], [5.125, 1.745, 2.708], [5.543, 2.465, 4.728], [4.331, 3.398, 3.830], [4.017, 0.591, 4.944], [2.920, 1.963, 5.188], [2.174, 1.869, 2.890], [2.453, 0.142, 3.202], [5.865, 0.954, 2.869], [5.534, 2.466, 1.995]]
}



Entry 3:
{
  "formula": "C36H76BCl2NO17",
  "method": "ωB97M-V with the def2-TZVPD basis set",
  "multiplicity": 1,
  "lumo_ev": -1.995,
  "e_homo_ev": -8.735,
  "total_energy_ha": -3695.445795,
  "symbols": ["N", "B", "O", "C", "C", "C", "C", "C", "Cl", "C", "C", "C", "C", "C", "C", "C", "Cl", "C", "O", "C", "C", "C", "O", "C", "C", "C", "C", "C", "O", "C", "C", "C", "O", "H", "H", "H", "H", "H", "H", "H", "H", "H", "H", "H", "H", "H", "H", "H", "H", "H", "H", "H", "H", "H", "H", "H", "H", "H", "H", "H", "H", "C", "O", "H", "H", "H", "H", "C", "O", "H", "H", "H", "H", "C", "O", "H", "H", "H", "H", "C", "O", "H", "H", "H", "H", "C", "O", "H", "H", "H", "H", "C", "O", "H", "H", "H", "H", "C", "O", "H", "H", "H", "H", "C", "O", "H", "H", "H", "H", "C", "O", "H", "H", "H", "H", "C", "O", "H", "H", "H", "H", "C", "O", "H", "H", "H", "H", "C", "O", "H", "H", "H", "H"],
  "xyz": [[6.980, 2.387, 0.596], [6.194, 2.228, -0.728], [6.872, 1.935, -2.007], [4.532, 2.375, -0.555], [3.915, 3.834, -1.056], [4.803, 5.059, -1.701], [5.786, 5.829, -0.637], [6.562, 7.022, -1.516], [7.804, 6.220, -2.694], [2.295, 4.056, -0.938], [1.326, 2.846, -0.344], [1.937, 1.381, 0.142], [3.582, 1.143, 0.056], [4.235, -0.286, 0.525], [3.801, -1.399, -0.625], [4.711, -1.095, -1.980], [3.822, 0.019, -3.211], [0.850, 0.272, 0.667], [1.149, -0.957, 1.148], [-0.788, 0.600, 0.583], [-1.859, -0.601, 1.016], [-3.490, -0.439, 1.006], [-4.392, -1.546, 1.414], [-4.097, 1.029, 0.527], [-5.729, 1.202, 0.558], [-6.269, 2.578, -0.157], [-6.097, 2.474, -1.808], [-7.513, 2.933, -2.511], [-7.827, 4.330, -2.144], [-3.029, 2.225, 0.069], [-1.390, 2.047, 0.086], [-0.306, 3.212, -0.316], [-0.786, 4.428, -0.617], [6.654, 1.636, 1.277], [8.005, 2.215, 0.435], [7.741, 1.479, -1.723], [5.390, 4.724, -2.686], [4.028, 5.881, -2.087], [6.648, 5.165, -0.196], [5.231, 6.367, 0.248], [5.791, 7.637, -2.186], [7.218, 7.729, -0.831], [1.850, 5.084, -1.308], [5.382, -0.261, 0.754], [3.709, -0.629, 1.540], [3.982, -2.493, -0.225], [2.676, -1.206, -0.959], [4.986, -2.086, -2.568], [5.735, -0.622, -1.625], [-1.414, -1.631, 1.389], [-4.575, -1.465, 2.412], [-6.099, 1.256, 1.692], [-6.302, 0.269, 0.083], [-7.398, 2.795, 0.093], [-5.628, 3.467, 0.310], [-5.853, 1.355, -2.086], [-5.256, 3.180, -2.221], [-7.427, 2.840, -3.694], [-8.365, 2.208, -2.168], [-8.264, 4.383, -1.238], [-3.518, 3.250, -0.257], [6.547, 2.135, 4.495], [6.412, 1.475, 3.250], [7.122, 3.053, 4.350], [5.557, 2.386, 4.884], [7.073, 1.485, 5.198], [5.897, 0.666, 3.410], [3.101, -3.816, -4.384], [3.376, -2.828, -5.360], [3.252, -4.804, -4.826], [3.780, -3.691, -3.537], [2.065, -3.722, -4.051], [3.234, -1.963, -4.939], [-6.985, -3.343, 2.728], [-6.611, -4.262, 1.719], [-7.963, -3.629, 3.124], [-6.247, -3.366, 3.534], [-7.046, -2.338, 2.304], [-5.740, -3.983, 1.387], [8.865, -0.807, -0.230], [9.478, 0.309, -0.850], [7.876, -0.958, -0.669], [9.475, -1.698, -0.397], [8.761, -0.619, 0.841], [10.353, 0.418, -0.441], [-1.704, 2.686, -4.247], [-2.056, 2.144, -2.988], [-2.452, 2.386, -4.985], [-1.679, 3.777, -4.181], [-0.725, 2.306, -4.548], [-1.375, 2.427, -2.354], [-6.735, -4.230, 6.337], [-6.122, -3.115, 5.718], [-7.724, -4.381, 5.899], [-6.125, -5.122, 6.170], [-6.839, -4.042, 7.409], [-5.247, -3.005, 6.127], [-3.268, -5.609, 4.411], [-3.468, -5.652, 5.812], [-4.235, -5.496, 3.917], [-2.631, -4.757, 4.159], [-2.798, -6.538, 4.081], [-2.593, -5.752, 6.223], [-3.868, 6.234, -2.282], [-4.068, 6.191, -0.881], [-4.835, 6.347, -2.776], [-3.231, 7.086, -2.534], [-3.398, 5.304, -2.613], [-3.193, 6.090, -0.470], [-2.566, -8.745, 2.000], [-1.485, -8.338, 2.818], [-3.123, -9.533, 2.511], [-3.227, -7.893, 1.818], [-2.182, -9.130, 1.052], [-1.010, -7.639, 2.338], [-3.466, -10.605, -1.966], [-2.385, -10.198, -1.147], [-4.023, -11.393, -1.454], [-4.127, -9.753, -2.147], [-3.082, -10.990, -2.913], [-1.910, -9.499, -1.627], [11.041, 6.645, -1.670], [11.659, 7.357, -0.614], [10.575, 5.743, -1.266], [10.276, 7.272, -2.134], [11.794, 6.363, -2.410], [12.063, 8.151, -1.002], [-10.067, -3.361, 0.087], [-9.344, -2.253, -0.416], [-11.124, -3.093, 0.159], [-9.955, -4.209, -0.593], [-9.691, -3.623, 1.079], [-8.411, -2.521, -0.469]]
}



| no. | F_max (eV Å⁻¹) |
| --- | --- |
| 1 | 3.77 |
| 2 | 5.75 |
| 3 | 7.91 |